(1)
DFT (the ωB97M-V functional and the def2-TZVPD basis) results for C13H16Cl3NO5S in the gas phase in a non-equilibrium geometry.

Atoms and positions in Å:
Cl (1.87, 4.78, 0.40)
Cl (-0.59, 5.63, 1.65)
Cl (1.95, 6.28, 2.86)
S (-0.81, 2.46, 1.45)
O (-0.97, 3.07, 0.18)
O (0.75, 2.65, 1.95)
O (-1.62, 2.86, 2.55)
O (0.70, -1.23, -3.22)
O (1.70, -1.75, -1.28)
N (-0.89, 0.85, 1.28)
C (1.23, 0.05, 0.30)
C (-2.44, -3.34, -0.84)
C (1.05, 3.75, 2.75)
C (1.95, -0.38, -0.98)
C (-2.50, -2.24, -1.69)
C (0.87, -3.53, -2.55)
C (-1.79, -1.09, -1.38)
C (-0.28, 0.25, 0.11)
C (-1.67, -3.28, 0.31)
C (-0.97, -2.12, 0.61)
C (1.06, 5.05, 1.94)
C (1.06, -2.05, -2.42)
C (-1.02, -1.02, -0.23)
H (-1.84, -0.24, -2.04)
H (2.05, 3.58, 3.17)
H (1.66, 0.99, 0.64)
H (-2.99, -4.24, -1.08)
H (0.87, -3.81, -3.60)
H (-0.09, -3.79, -2.12)
H (3.03, -0.28, -0.85)
H (-1.63, -4.13, 0.97)
H (-0.77, 0.35, 2.14)
H (1.62, 0.24, -1.83)
H (-3.09, -2.28, -2.59)
H (-0.38, -2.09, 1.52)
H (0.31, 3.84, 3.56)
H (1.42, -0.71, 1.06)
H (-0.44, 0.99, -0.69)
H (1.65, -4.06, -2.01)

- Gap between HOMO and LUMO: 0.369 hartree
- E_HOMO: -9.6 eV
- SMILES string: CC(=O)OCC[C@H](NS(=O)(=O)OCC(Cl)(Cl)Cl)c1ccccc1
- Total energy: -2714.69912 Eh

---

(2)
DFT (the ωB97M-V functional and the def2-TZVPD basis) results for C34H19F15GeKN3O2PS3 as an isolated structure.

Atoms and positions in Å:
Ge (2.28, 1.98, -0.72)
K (-1.28, 1.26, 1.84)
S (-0.46, -0.55, 3.99)
S (-3.36, 1.22, 4.39)
S (0.38, 2.63, -0.17)
P (-1.65, 0.59, 5.10)
F (3.11, 1.47, -3.89)
F (6.53, 5.68, -3.18)
F (4.04, -0.77, -0.10)
F (7.02, 3.03, -2.81)
F (4.12, 6.72, -2.51)
F (1.08, -0.77, -0.23)
F (2.50, -0.58, -5.45)
F (5.49, -1.39, 2.04)
F (2.22, 5.19, -1.47)
F (4.53, 2.80, 3.96)
F (5.76, 0.38, 4.09)
F (0.47, -2.81, -1.85)
F (3.08, 3.46, 1.82)
F (1.17, -2.73, -4.47)
F (5.12, 1.45, -1.79)
O (-1.92, -0.10, 6.53)
O (-0.77, 1.85, 5.63)
N (-5.33, -2.41, -3.76)
N (-3.61, -3.79, -3.26)
N (-2.77, 0.14, -0.02)
C (-0.88, 4.21, 5.25)
C (-4.16, -5.64, -4.89)
C (4.88, -0.20, 1.98)
C (3.45, 1.36, 0.78)
C (-6.31, -3.91, -5.51)
C (-4.33, -4.43, -4.24)
C (-6.16, -5.13, -6.17)
C (-1.17, -2.30, 7.11)
C (-5.39, -3.54, -4.53)
C (-3.87, 0.40, -0.77)
C (2.46, 0.44, -3.31)
C (5.83, 3.54, -2.47)
C (-5.10, -5.98, -5.87)
C (-2.58, -1.95, -1.21)
C (1.47, -1.70, -3.66)
C (2.11, 0.45, -1.98)
C (1.43, -0.67, -1.52)
C (-4.38, -0.43, -1.73)
C (3.37, 4.59, -1.77)
C (5.01, 0.70, 3.02)
C (3.59, 3.24, -1.56)
C (-0.39, 2.88, 4.72)
C (-0.90, -0.81, 7.21)
C (4.35, 5.41, -2.32)
C (-2.17, -1.04, -0.28)
C (-3.75, -1.69, -2.01)
C (4.83, 2.76, -1.93)
C (2.15, -0.62, -4.16)
C (3.63, 2.23, 1.84)
C (1.11, -1.74, -2.33)
C (-4.24, -2.57, -2.97)
C (4.39, 1.92, 2.96)
C (4.11, 0.15, 0.88)
C (5.58, 4.89, -2.66)
H (-1.28, -1.27, 0.32)
H (-2.01, -2.86, -1.32)
H (0.08, -0.57, 6.80)
H (-6.87, -5.42, -6.94)
H (-0.52, 4.36, 6.27)
H (-1.97, 4.23, 5.26)
H (-2.13, -2.54, 7.56)
H (-5.27, -0.15, -2.28)
H (-0.38, -2.85, 7.65)
H (-2.78, -4.13, -2.81)
H (-0.82, 2.72, 3.73)
H (-7.14, -3.24, -5.75)
H (-0.93, -0.47, 8.25)
H (-1.17, -2.61, 6.07)
H (-5.00, -6.92, -6.40)
H (-0.51, 5.03, 4.63)
H (-4.37, 1.35, -0.58)
H (0.69, 2.87, 4.61)
H (-3.33, -6.30, -4.65)

- Gap between HOMO and LUMO (alpha / beta): 0.130 / 0.239 hartree
- E_HOMO (alpha / beta): 0.0 / -3.0 eV
- Total charge: -2
- Total energy: -7332.77034 Eh
- Multiplicity: 2
- ⟨S²⟩: 0.77

---

(3)
DFT (the ωB97M-V functional and the def2-TZVPD basis) results for a 4-piece molecular cluster, C25H59NO13S4 overall in a non-equilibrium geometry.

Atoms and positions in Å:
S (-1.60, 5.43, 2.93)
S (6.54, -4.97, -1.95)
S (-6.50, 0.48, 1.39)
S (-1.59, -5.09, 0.21)
O (0.60, 2.83, 0.97)
O (-6.60, -0.85, 1.93)
O (2.98, -3.11, -1.43)
O (-0.62, 6.37, 3.38)
O (-1.98, -4.38, -0.98)
O (-0.65, -4.54, 1.14)
O (-3.06, 6.11, 3.04)
O (-2.91, -5.54, 1.01)
O (4.68, -0.43, -5.67)
O (-5.50, 1.40, 1.84)
O (-7.95, 1.18, 1.50)
O (4.53, -2.86, -3.20)
O (-1.67, 4.10, 3.47)
N (3.93, -5.59, -2.53)
C (-6.43, 0.38, -0.37)
C (4.74, -4.69, -1.69)
C (0.51, -0.44, -0.38)
C (-3.10, 7.21, 5.22)
C (0.50, 2.02, -1.31)
C (4.31, 0.87, -5.26)
C (4.69, -1.46, -3.39)
C (4.15, -0.19, 0.46)
C (4.32, -3.18, -1.84)
C (5.06, 2.02, -6.00)
C (-3.56, -4.57, 1.83)
C (-4.37, -3.58, 1.00)
C (1.03, 2.20, 2.18)
C (5.46, -1.10, -4.70)
C (1.08, -1.88, -0.65)
C (-7.98, 2.29, 3.68)
C (-1.53, 5.34, 1.17)
C (-1.05, -6.71, -0.26)
C (3.31, -1.53, 0.50)
C (-8.58, 1.23, 2.78)
C (-3.69, 6.14, 4.32)
C (2.64, -1.84, -0.89)
C (5.70, -0.44, 0.62)
C (1.44, 2.48, -0.14)
C (0.57, 0.49, -1.63)
H (-6.95, 2.03, 3.96)
H (-0.18, -6.59, -0.90)
H (2.82, -0.99, -1.56)
H (6.01, -0.37, 1.67)
H (-3.65, 5.16, 4.80)
H (6.00, -1.43, 0.22)
H (6.41, -0.59, -4.45)
H (4.41, 1.06, -4.17)
H (-6.56, 1.38, -0.78)
H (2.03, 3.39, -0.39)
H (4.59, 2.23, -6.98)
H (-2.84, -4.05, 2.46)
H (6.27, 0.32, 0.03)
H (-4.75, 6.36, 4.14)
H (5.76, -2.07, -5.16)
H (-5.04, -4.11, 0.32)
H (-0.52, 2.38, -1.09)
H (-9.63, 1.47, 2.60)
H (2.15, 1.66, 0.09)
H (-4.23, -5.12, 2.49)
H (3.84, 0.52, 1.25)
H (-1.85, -7.20, -0.80)
H (-7.94, 3.25, 3.17)
H (-3.68, 7.31, 6.14)
H (-0.79, -7.27, 0.64)
H (1.42, 0.30, -2.31)
H (5.03, -2.60, -1.22)
H (4.51, -4.99, -0.65)
H (-2.31, 4.66, 0.82)
H (4.03, 0.35, -0.51)
H (1.06, -0.05, 0.50)
H (-0.55, 4.96, 0.89)
H (-5.45, -0.01, -0.64)
H (0.88, 2.94, 2.99)
H (7.11, -3.74, -2.16)
H (3.66, -1.03, -3.49)
H (-1.68, 6.34, 0.76)
H (2.12, 1.98, 2.18)
H (-8.56, 2.39, 4.60)
H (-3.09, 8.18, 4.71)
H (0.92, -2.53, 0.24)
H (-3.72, -2.96, 0.39)
H (0.84, 2.55, -2.23)
H (-4.96, -2.93, 1.65)
H (-0.55, -0.58, -0.10)
H (4.03, -2.35, 0.72)
H (3.91, -5.23, -3.48)
H (0.61, -2.30, -1.56)
H (-8.56, 0.25, 3.26)
H (3.23, 0.99, -5.50)
H (-2.07, 6.98, 5.49)
H (2.98, -5.49, -2.19)
H (0.43, 1.30, 2.44)
H (6.14, 1.79, -6.06)
H (5.15, -0.94, -2.53)
H (4.98, 2.93, -5.36)
H (2.52, -1.45, 1.27)
H (-0.35, 0.26, -2.22)
H (-7.22, -0.28, -0.72)

- Gap between HOMO and LUMO: 0.345 hartree
- E_HOMO: -8.9 eV
- SMILES string: CCC[C@H](CCCCCOC)O[C@H](OCCOCC)[C@@H](N)S.CCOS(C)(=O)=O.CCOS(C)(=O)=O.CCOS(C)(=O)=O
- Total energy: -3613.43538 Eh

---

(4)
DFT (the ωB97M-V functional and the def2-TZVPD basis) results for a 2-piece molecular cluster, C5H12N2O overall.

Atoms and positions in Å:
O (0.88, 0.31, -2.22)
N (0.03, -0.50, -1.77)
N (-0.13, 0.08, 1.39)
C (-1.46, -0.01, 1.91)
C (-1.24, -0.30, -1.82)
C (0.55, -1.72, -1.17)
C (1.75, 1.33, 0.57)
C (0.39, 1.20, 1.14)
H (-1.92, -1.04, -1.43)
H (-0.25, -2.34, -0.78)
H (2.24, 2.22, 0.96)
H (-1.91, 0.97, 2.10)
H (-0.16, 2.14, 1.31)
H (1.12, -2.26, -1.92)
H (-1.62, 0.61, -2.25)
H (-1.44, -0.58, 2.84)
H (-2.07, -0.55, 1.20)
H (1.22, -1.43, -0.36)
H (1.67, 1.43, -0.51)
H (2.34, 0.44, 0.79)

- Gap between HOMO and LUMO: 0.358 hartree
- E_HOMO: -8.8 eV
- SMILES string: C=[N+](C)[O-].C/C=N/C
- Total energy: -382.35244 Eh